[1]
DFT (ωB97M-V/def2-TZVPD) results for an isolated ion of composition C7H14O and charge +1.

Positions of all 22 atoms, in Å:
C1 -2.3955 0.1893 -1.6824
O1 -2.9591 -0.9612 -2.3066
C2 -1.4293 -0.1145 -0.5417
C3 -0.4435 1.0141 -0.1529
C4 0.7674 0.3088 0.3598
C5 0.9868 0.1702 1.7270
C6 2.1381 -0.5066 2.4048
C7 1.8102 -0.0746 -0.6277
H1 -3.1949 0.9162 -1.5411
H2 -1.8383 0.5541 -2.5775
H3 -3.3071 -1.6432 -1.7093
H4 -1.0253 -1.1268 -0.6050
H5 -2.1461 -0.1553 0.2907
H6 -0.0528 1.5619 -1.0252
H7 -0.9293 1.6091 0.6103
H8 0.4386 0.7622 2.4606
H9 2.4216 -1.4081 1.8726
H10 2.9145 0.2716 2.3791
H11 1.8782 -0.8819 3.4000
H12 1.4164 -0.2804 -1.6194
H13 2.5383 0.7218 -0.8337
H14 2.4109 -0.9268 -0.2826

Properties
E_LUMO (spin up / spin down): -4.3 / -8.0 eV
Highest occupied orbital energy (spin up / spin down): -13.62 / -13.60 eV
Total charge: +1
2S+1: 2

Atom charges from the Löwdin analysis, given in e for atoms 1 to 8: C -0.25; O -0.07; C -0.15; C -0.11; C -0.17; C 0.06; C -0.02; C 0.01

[2]
DFT (ωB97M-V/def2-TZVPD) results for C34H39N5O4P2Tc as an isolated structure.

Positions of all 85 atoms, in Å:
Tc1 0.8819 -0.5367 -1.5392
C1 2.4198 -1.9277 -2.2121
C2 2.9538 -0.7426 -1.6950
C3 3.5518 0.2291 -2.7504
C4 2.3798 0.6887 -3.6328
C5 1.0007 0.4681 -3.0946
C6 0.2321 -0.8656 -3.3947
C7 0.8489 -2.0286 -4.0215
C8 2.3073 -2.3267 -3.6890
C9 -2.0605 0.8166 -0.7258
H1 2.5753 -2.8055 -1.5888
H2 3.6488 -0.8485 -0.8091
H3 4.3814 -0.1604 -3.3978
H4 3.9681 1.0585 -2.1778
H5 2.5722 1.7498 -3.8578
H6 2.4567 0.1632 -4.5742
H7 0.4519 1.2258 -3.5836
H8 -0.8474 -0.7908 -3.2382
H9 0.6937 -1.7626 -5.0639
H10 0.2307 -2.8749 -3.7110
H11 2.5588 -3.3933 -3.8907
H12 2.9827 -1.7351 -4.3345
H13 -2.0149 -0.2591 -0.9494
H14 -2.7987 1.2798 -1.3377
H15 -2.3238 0.8716 0.2987
P1 -0.5471 1.6143 -0.9746
P2 1.0523 -0.5639 0.8355
N1 -1.1089 2.5211 -2.4788
N2 -0.8977 3.1066 0.1548
N3 1.5268 -2.6511 0.5633
N4 1.6023 -0.8373 2.4444
C10 1.4709 1.9311 -0.6543
C11 2.0155 0.9901 0.4276
C12 -1.9044 1.8321 -3.4189
C13 -2.1344 2.6411 -4.5253
C14 -1.4424 3.8767 -4.2749
C15 -0.8278 3.7691 -3.0316
C16 -2.1075 3.7920 -0.0280
C17 -1.9741 5.0597 0.5403
C18 -0.6690 5.1395 1.0797
C19 -0.0423 3.9256 0.8902
C20 0.5432 -3.4967 0.0278
C21 1.1688 -4.6985 -0.4316
C22 2.5477 -4.5985 -0.1166
C23 2.7389 -3.3293 0.4694
C24 2.2586 -1.8914 3.1005
C25 2.3216 -1.5815 4.4533
C26 1.6629 -0.3037 4.6340
C27 1.3227 0.1708 3.3876
H16 1.6407 2.9910 -0.3866
H17 2.0299 1.8379 -1.6027
H18 3.0704 0.7334 0.2493
H19 1.9716 1.4950 1.3863
H20 -2.2770 0.8188 -3.2087
H21 -2.7512 2.3364 -5.3774
H22 -1.4116 4.7192 -4.9536
H23 -0.2637 4.5104 -2.4727
H24 -2.9618 3.2911 -0.4551
H25 -2.7601 5.7895 0.5596
H26 -0.2382 5.9989 1.5696
H27 0.8704 3.5214 1.3206
H28 -0.5192 -3.2519 0.0237
H29 0.6386 -5.4789 -0.9684
H30 3.2965 -5.3252 -0.4059
H31 3.6356 -2.9037 0.9200
H32 2.5893 -2.7698 2.5589
H33 2.7925 -2.1897 5.2049
H34 1.4549 0.2050 5.5595
H35 0.9773 1.1279 3.0283
O1 -1.6535 -1.9717 0.8853
C28 -1.4556 -1.0544 1.6721
O2 -0.4586 -0.1286 1.5389
C29 -2.4631 -1.0581 2.8675
C30 -2.3989 -0.1707 3.9586
C31 -3.2189 -0.3417 5.0917
C32 -4.1615 -1.3932 5.1003
C33 -4.2662 -2.2934 3.9997
C34 -3.4411 -2.1162 2.8807
N5 -5.1720 -1.3539 6.1432
O3 -5.0595 -0.4339 7.0132
O4 -6.0842 -2.2234 6.1235
H36 -1.6710 0.6401 3.9870
H37 -3.2781 0.3569 5.9437
H38 -5.0975 -3.0009 4.0948
H39 -3.5332 -2.8246 2.0473

Properties
E_LUMO (spin up / spin down): -8.2 / -9.0 eV
Highest occupied orbital energy (spin up / spin down): -13.28 / -13.28 eV
Total charge: +2
2S+1: 4

Atom charges from the Löwdin analysis, given in e for atoms 1 to 8: Tc 1.19; C -0.22; C -0.31; C -0.15; C -0.19; C -0.42; C -0.24; C -0.21

[3]
DFT (ωB97M-V/def2-TZVPD) results for C5H18O9Sr as an isolated structure.

Positions of all 33 atoms, in Å:
Sr1 -0.3987 0.1104 -0.7791
C1 -3.3389 2.1330 1.9746
C2 -2.6911 1.2907 0.9414
O1 -2.3606 0.1218 1.1632
O2 -2.3076 1.8267 -0.1721
H1 -3.9287 2.9339 1.5289
H2 -2.6467 2.8256 2.4534
H3 -3.9323 1.6331 2.7402
C3 1.7645 -2.7096 1.4458
C4 0.2150 -2.6869 1.3695
O3 -0.2877 -3.2579 2.3572
O4 -0.3903 -2.3485 0.3466
H4 2.1057 -2.9567 2.4512
H5 2.1326 -1.7294 1.1428
H6 2.1165 -3.5798 0.8919
C5 3.0397 0.8864 -0.3027
O5 2.0385 0.2029 -1.0653
H7 3.4798 0.1717 0.3928
H8 3.8945 1.2076 -0.8979
H9 2.6812 1.7114 0.3130
H10 2.4743 -0.5805 -1.4085
O6 0.4297 1.2773 1.4699
H11 0.4266 2.2272 1.3522
H12 1.0686 1.1238 2.1660
O7 0.4500 -1.8288 -2.3904
H13 0.7309 -2.0577 -3.2764
H14 0.3549 -2.6701 -1.9439
O8 -2.3425 -0.6851 -2.2687
H15 -2.2434 -1.2061 -3.0655
H16 -3.1553 -1.0015 -1.8746
O9 0.0598 2.2252 -2.1704
H17 -0.1763 3.1435 -2.0389
H18 0.7373 2.2461 -2.8462

Properties
E_LUMO: -0.6 eV
Highest occupied orbital energy: -7.12 eV

Atom charges from the Löwdin analysis, given in e for atoms 1 to 8: Sr 1.61; C -0.02; C -0.77; O -0.07; O -0.21; H 0.07; H 0.07; H 0.08

[4]
DFT (ωB97M-V/def2-TZVPD) results for C49H45BrN5O2PSbV as an isolated structure.

Positions of all 105 atoms, in Å:
V1 0.0736 0.1355 -0.3028
C1 -3.0078 0.3932 0.2661
N1 -1.8899 1.2962 -0.1228
C2 -1.7179 2.4176 0.8327
C3 -0.8374 1.9180 1.9213
N2 -0.0742 0.8693 1.7261
C4 0.6497 0.6857 2.9045
C5 1.5803 -0.2876 3.2602
C6 2.1252 -0.2079 4.5244
C7 1.7552 0.8075 5.4218
C8 0.8227 1.7670 5.0861
C9 0.2794 1.6822 3.8097
N3 -0.6748 2.4466 3.1471
C10 -2.4830 -0.9181 0.7475
N4 -1.2517 -1.3167 0.5320
C11 -1.1318 -2.5820 1.1136
C12 -0.0606 -3.4714 1.1578
C13 -0.2718 -4.6762 1.7944
C14 -1.5101 -5.0006 2.3719
C15 -2.5799 -4.1299 2.3275
C16 -2.3597 -2.9169 1.6863
N5 -3.1944 -1.8328 1.4333
H1 -3.6215 0.8553 1.0426
H2 -3.6503 0.2310 -0.6021
H3 -2.1351 1.6933 -1.0257
H4 -1.2345 3.2512 0.3190
H5 -2.6781 2.7728 1.2149
H6 1.8522 -1.0825 2.5783
H7 2.8516 -0.9450 4.8384
H8 2.2072 0.8306 6.4037
H9 0.5304 2.5392 5.7848
H10 -1.1431 3.2609 3.5094
H11 0.8824 -3.2256 0.6918
H12 0.5326 -5.3969 1.8484
H13 -1.6288 -5.9572 2.8619
H14 -3.5346 -4.3812 2.7696
H15 -4.1588 -1.7478 1.7104
C17 -1.4506 -6.0063 -2.6364
C18 -2.2034 -5.2463 -1.7514
C19 -2.0959 -3.8637 -1.7642
C20 -1.2402 -3.2367 -2.6681
C21 -0.4892 -4.0002 -3.5562
C22 -0.5981 -5.3849 -3.5371
Sb1 -1.0244 -1.1344 -2.6486
C23 -3.0047 -0.4612 -3.0343
C24 -4.0956 -1.3247 -2.9687
C25 -5.3888 -0.8274 -3.0961
C26 -5.6019 0.5285 -3.3003
C27 -4.5188 1.3934 -3.3989
C28 -3.2287 0.8980 -3.2633
C29 -0.0319 -0.8244 -4.4855
C30 -0.7181 -0.5054 -5.6524
C31 -0.0086 -0.2505 -6.8196
C32 1.3782 -0.3158 -6.8215
C33 2.0647 -0.6430 -5.6582
C34 1.3608 -0.8924 -4.4878
H16 -1.5335 -7.0849 -2.6268
H17 -2.8733 -5.7280 -1.0508
H18 -2.6926 -3.2811 -1.0707
H19 0.1720 -3.5252 -4.2701
H20 -0.0180 -5.9770 -4.2323
H21 -3.9432 -2.3874 -2.8276
H22 -6.2306 -1.5057 -3.0481
H23 -6.6091 0.9089 -3.4047
H24 -4.6802 2.4457 -3.5955
H25 -2.3873 1.5731 -3.3752
H26 -1.8007 -0.4540 -5.6585
H27 -0.5403 -0.0051 -7.7295
H28 1.9258 -0.1177 -7.7331
H29 3.1452 -0.7068 -5.6654
H30 1.8992 -1.1480 -3.5794
Br1 8.1799 -2.3370 0.8461
C35 6.4050 -1.7800 0.5738
C36 5.5104 -2.6434 -0.0470
C37 4.2054 -2.2326 -0.2464
C38 3.8037 -0.9639 0.1706
C39 4.7102 -0.1090 0.7927
C40 6.0154 -0.5157 0.9977
C41 2.4193 -0.5365 -0.0431
O1 2.0218 0.6349 0.2483
O2 1.5330 -1.3200 -0.5218
H31 5.8370 -3.6224 -0.3676
H32 3.4915 -2.8870 -0.7291
H33 4.3848 0.8689 1.1234
H34 6.7293 0.1357 1.4813
C42 0.3740 2.4811 -3.6729
P1 0.9852 2.0313 -2.0155
C43 2.7701 1.8954 -2.3494
C44 0.7991 3.5756 -1.0625
C45 1.4242 3.6993 0.1842
C46 1.1980 4.8181 0.9704
C47 0.3327 5.8179 0.5411
C48 -0.2884 5.7041 -0.6937
C49 -0.0522 4.5927 -1.4946
H35 -0.7035 2.6241 -3.7090
H36 0.6355 1.6852 -4.3703
H37 0.8599 3.4053 -3.9883
H38 3.0965 2.7605 -2.9267
H39 2.9563 0.9888 -2.9269
H40 3.3300 1.8490 -1.4187
H41 2.0869 2.9211 0.5382
H42 1.7079 4.9140 1.9208
H43 0.1580 6.6898 1.1572
H44 -0.9465 6.4871 -1.0468
H45 -0.5350 4.5369 -2.4621

Properties
E_LUMO (spin up / spin down): -5.1 / -4.7 eV
Highest occupied orbital energy (spin up / spin down): -13.12 / -13.16 eV
Total charge: +2
2S+1: 3

Atom charges from the Löwdin analysis, given in e for atoms 1 to 8: V 0.73; C -0.07; N -0.08; C -0.08; C -0.29; N 0.09; C -0.18; C 0.00

[5]
DFT (ωB97M-V/def2-TZVPD) results for an isolated ion of composition C4H9N2OS and charge +1.

Positions of all 17 atoms, in Å:
C1 -1.7017 -0.1907 -0.2148
C2 0.0989 -0.9054 1.1333
C3 -3.1132 -0.0226 -0.5830
C4 3.6654 0.5029 -0.2611
N1 -0.7155 0.5058 -0.7074
N2 -1.2626 -0.9257 0.8937
O1 2.8092 0.0066 0.7272
S1 1.0764 0.1658 0.1826
H1 0.5727 -1.1271 2.0793
H2 -3.4866 -0.4635 -1.5348
H3 -3.2763 1.0141 -0.5194
H4 -3.5828 -0.3295 0.2654
H5 3.5224 1.5495 -0.4360
H6 3.5423 -0.0100 -1.1707
H7 4.6666 0.2869 0.0451
H8 -0.8984 1.2762 -1.4541
H9 -1.9169 -1.3332 1.5546

Properties
E_LUMO (spin up / spin down): -5.2 / -5.2 eV
Highest occupied orbital energy (spin up / spin down): -13.49 / -13.49 eV
Total charge: +1

Atom charges from the Löwdin analysis, given in e for atoms 1 to 8: C -0.37; C -0.20; C 0.03; C -0.20; N -0.05; N 0.08; O -0.47; S 1.21

[6]
DFT (ωB97M-V/def2-TZVPD) results for the molecule C4H9NO.

Positions of all 15 atoms, in Å:
C1 -0.8556 -1.8629 -1.1158
C2 -0.9793 -0.3286 -1.0296
N1 0.0698 0.3942 -0.3478
C3 0.7257 -0.1305 0.5861
O1 1.3686 0.6215 1.4983
C4 1.0894 2.0134 1.3880
H1 -0.9913 -2.3608 -0.1486
H2 -1.5757 -2.3048 -1.8159
H3 0.1453 -2.1392 -1.4846
H4 -1.7517 0.1171 -0.3883
H5 -1.1589 0.0901 -2.0286
H6 0.8527 -1.1971 0.7900
H7 1.6607 2.4956 2.1794
H8 0.0178 2.2069 1.5129
H9 1.3822 2.3852 0.4044

Properties
E_LUMO: 1.1 eV
Highest occupied orbital energy: -9.30 eV
SMILES: CC/N=C/OC

Atom charges from the Löwdin analysis, given in e for atoms 1 to 8: C -0.10; C -0.28; N 0.02; C -0.27; O -0.10; C -0.09; H 0.06; H 0.07

Energy above the lowest of the compared OMol25 structures with the same formula, charge and spin for the records above, in order: 75.5; 626.8; 0.0; 0.0; 372.3; 186.2 kJ/mol